(1)
Computed, not measured: a molecular structure, C32H63BGeN7O2S3Si3Y at a distorted geometry, with ωB97M-V/def2-TZVPD.

CARTESIAN COORDINATES (ANGSTROEM)
Y: 0.5499 -0.4454 0.8272
C: 2.1472 -5.0831 -2.9013
C: 0.6314 -5.2805 -2.9436
C: 0.2867 -6.2656 -4.0606
C: 0.1139 -5.8392 -1.6160
N: -0.0272 -3.9864 -3.1936
C: -0.9170 -3.7344 -4.2065
C: -1.3989 -2.4858 -4.0366
N: -0.8057 -1.9403 -2.9264
B: -1.2497 -0.6860 -2.1795
N: -2.6824 -0.8950 -1.6800
C: -3.8049 -0.7031 -2.4445
C: -4.8797 -0.9227 -1.6653
N: -4.4378 -1.2517 -0.4039
C: -3.0819 -1.2271 -0.4278
S: -2.0120 -1.6272 0.8193
C: -5.4136 -1.4563 0.6809
C: -6.1702 -0.1338 0.8460
C: -4.7619 -1.8323 2.0058
C: -6.3540 -2.5920 0.2600
N: -1.2281 0.5945 -3.0315
C: -0.8860 0.7763 -4.3362
C: -0.9343 2.1027 -4.5978
N: -1.3075 2.7496 -3.4473
C: -1.4703 1.8059 -2.4934
S: -1.9693 2.0086 -0.8655
C: -1.3664 4.2213 -3.3961
C: -2.0166 4.7375 -2.1189
C: 0.0769 4.7287 -3.4758
C: -2.1954 4.7046 -4.5915
C: 0.0300 -2.8757 -2.4159
S: 1.0164 -2.6747 -1.0459
H: 2.6288 -6.0430 -2.7406
H: 2.4214 -4.4189 -2.0899
H: 2.5052 -4.6617 -3.8378
H: 0.8123 -7.1987 -3.8781
H: 0.6006 -5.8943 -5.0331
H: -0.7774 -6.4859 -4.0794
H: 0.5589 -6.8122 -1.4304
H: -0.9673 -5.9537 -1.6419
H: 0.3778 -5.1823 -0.7929
H: -1.1584 -4.4436 -4.9668
H: -2.1233 -1.9503 -4.6111
H: -0.4951 -0.5118 -1.2659
H: -3.7469 -0.4133 -3.4740
H: -5.9184 -0.8694 -1.9176
H: -5.4696 0.6603 1.0964
H: -6.9004 -0.2172 1.6451
H: -6.6949 0.1459 -0.0638
H: -4.1067 -1.0435 2.3629
H: -4.1839 -2.7472 1.9123
H: -5.5405 -1.9927 2.7477
H: -6.9296 -2.3433 -0.6268
H: -7.0550 -2.8039 1.0617
H: -5.7790 -3.4939 0.0624
H: -0.6174 -0.0425 -4.9708
H: -0.7279 2.6185 -5.5116
H: -1.4069 4.5120 -1.2512
H: -3.0010 4.3000 -1.9770
H: -2.1237 5.8166 -2.1893
H: 0.6445 4.3709 -2.6189
H: 0.0814 5.8144 -3.4681
H: 0.5725 4.3891 -4.3830
H: -3.1609 4.2039 -4.6002
H: -1.7006 4.5300 -5.5428
H: -2.3685 5.7733 -4.5047
N: 0.0737 2.6639 0.9663
C: -0.1701 1.7376 0.2273
H: -0.4232 3.5297 1.1396
O: 0.8684 -1.8952 2.5251
C: 0.2366 -1.1383 3.2954
O: -0.0988 0.0174 2.9750
H: -0.0170 -1.5102 4.3063
C: 2.6498 1.8329 3.1949
Si: 3.8269 0.4821 2.5350
C: 3.9155 -1.0969 3.6029
C: 5.5807 1.2504 2.4205
Ge: 3.1959 -0.1995 0.2418
Si: 4.6215 -2.0633 -0.4838
C: 6.4446 -1.5754 -0.1597
C: 4.1484 -3.6589 0.4617
C: 4.4097 -2.2531 -2.3806
Si: 3.5596 1.7230 -1.2227
C: 5.3429 1.8442 -1.9006
C: 2.3319 1.5632 -2.6874
C: 3.2208 3.3837 -0.3280
H: 2.9162 2.1369 4.2046
H: 1.6139 1.5012 3.2214
H: 2.6963 2.7219 2.5694
H: 3.9465 -0.8591 4.6626
H: 4.8070 -1.6722 3.3649
H: 3.0531 -1.7350 3.4280
H: 5.9797 1.4408 3.4120
H: 5.5727 2.1928 1.8825
H: 6.2675 0.5821 1.9117
H: 6.6683 -1.5368 0.9009
H: 6.6698 -0.6028 -0.5864
H: 7.1159 -2.2979 -0.6113
H: 4.7626 -3.8100 1.3445
H: 4.2630 -4.5388 -0.1650
H: 3.1106 -3.6199 0.7854
H: 4.9234 -1.4551 -2.9105
H: 3.3586 -2.2047 -2.6496
H: 4.8035 -3.1971 -2.7450
H: 5.5858 1.0099 -2.5487
H: 6.0598 1.8535 -1.0868
H: 5.4883 2.7591 -2.4686
H: 2.5014 0.6366 -3.2284
H: 2.4293 2.3837 -3.3921
H: 1.3064 1.5490 -2.3241
H: 3.9613 3.5695 0.4442
H: 2.2394 3.3822 0.1386
H: 3.2634 4.2227 -1.0203

The spin multiplicity is 2. The HOMO-LUMO gap (alpha / beta) comes out at 7.85 / 5.36 eV. Its electronic energy is -5994.1650 Eh. For the molecular weight, the calculation gives 930.69 g mol⁻¹. As for the total charge: +1. The expectation value of S² is 0.753. Its LUMO energy (alpha / beta) is -1.98 / -4.45 eV.



(2)
Computed, not measured: a molecular structure, C32H63Br8NO2 at a distorted geometry, with ωB97M-V/def2-TZVPD.

CARTESIAN COORDINATES (ANGSTROEM)
C: 4.7383 2.0293 1.9565
C: 5.4699 1.7744 0.4971
C: 4.3660 1.3790 -0.6735
C: 4.1286 -0.2621 -0.6315
C: 3.6709 -0.9015 -2.0701
C: 2.0253 -0.8012 -2.3480
C: 1.3112 -1.6670 -1.1536
C: -0.2682 -2.0672 -1.4544
C: -1.3107 -1.0824 -0.6613
C: -2.7185 -1.7760 -0.1973
C: -3.5185 -2.5227 -1.4287
C: -4.8029 -1.6832 -2.0183
C: -6.1589 -1.7743 -1.0687
C: -6.9540 -0.3123 -1.1705
C: -7.2607 0.3731 0.2868
O: -8.1515 1.5525 0.0259
C: -8.2971 2.3552 1.2770
C: -3.4685 -0.4908 0.5648
N: -4.1616 -0.8472 1.8625
C: -3.9287 -2.3147 2.1480
O: -4.4937 -3.0823 3.1170
C: -2.7779 -2.8259 1.0499
C: -1.4902 -3.0726 2.0267
C: -0.8579 -1.7218 2.7126
C: -0.2985 -4.0224 1.3364
C: 0.3653 -4.9795 2.5358
C: 1.0692 -6.2989 1.8521
H: 4.7636 3.1786 2.2136
H: 3.6415 1.6138 1.9388
H: 5.4037 1.4788 2.7664
H: 6.2579 0.9156 0.6441
H: 6.0322 2.7628 0.2198
H: 4.6740 1.7497 -1.7431
H: 3.3595 1.9160 -0.3798
H: 3.4065 -0.4881 0.2657
H: 5.1803 -0.7342 -0.3214
H: 4.2446 -0.3103 -2.9341
H: 4.0385 -2.0371 -2.0600
H: 1.6864 0.3190 -2.3565
H: 1.8103 -1.3511 -3.3634
H: 1.9440 -2.6657 -0.9989
H: 1.3522 -1.1006 -0.1303
H: -0.4882 -3.2220 -1.3272
H: -0.4254 -1.8517 -2.6181
H: -1.6058 -0.2223 -1.4352
H: -0.7242 -0.5256 0.2002
H: -2.8142 -2.7365 -2.3689
H: -3.9448 -3.5979 -1.1327
H: -4.4600 -0.5837 -2.2361
H: -5.1152 -2.1907 -3.0525
H: -6.8619 -2.6736 -1.3284
H: -5.8064 -1.9266 0.0574
H: -7.9837 -0.5362 -1.7116
H: -6.3118 0.4836 -1.7848
H: -7.7642 -0.3314 1.0738
H: -6.2611 0.8523 0.7274
H: -8.9236 3.3446 1.1077
H: -8.8057 1.6203 2.0616
H: -7.2195 2.6374 1.6378
H: -4.1610 0.2036 -0.0731
H: -2.6390 0.2890 0.9242
H: -5.1148 -0.4603 2.0362
H: -3.1559 -3.9406 0.8682
H: -1.8908 -3.7360 2.9356
H: 0.3302 -1.7413 2.6727
H: -1.2777 -0.7107 2.3009
H: -1.1284 -1.7357 3.8751
H: 0.5946 -3.3973 0.9116
H: -0.8124 -4.7245 0.5191
H: -0.4038 -5.2700 3.3684
H: 1.1935 -4.3011 3.0628
H: 1.8801 -5.9447 1.0513
H: 1.6409 -6.9321 2.6726
H: 0.2625 -6.9322 1.2881
Br: 2.4942 2.8115 -5.6848
C: 2.2657 4.3494 -4.5067
C: 2.4370 3.9581 -3.0570
Br: 0.8567 3.0341 -2.3843
H: 1.2857 4.7788 -4.7283
H: 3.0445 5.0566 -4.8093
H: 2.5361 4.8475 -2.4277
H: 3.2912 3.2981 -2.8834
Br: -9.4076 0.4025 -0.5364
C: -10.7167 -0.2888 -1.8067
C: -11.7311 0.7687 -2.1767
Br: -13.0404 1.0191 -0.7531
H: -11.1614 -1.1787 -1.3547
H: -10.1322 -0.5851 -2.6834
H: -12.3141 0.4544 -3.0475
H: -11.2854 1.7468 -2.3767
Br: 7.4968 3.2827 -2.6507
C: 9.2208 3.8724 -1.9541
C: 9.6013 3.1013 -0.7113
Br: 8.6036 3.7299 0.8421
H: 9.1478 4.9506 -1.7916
H: 9.9342 3.6783 -2.7613
H: 10.6530 3.2697 -0.4612
H: 9.4194 2.0264 -0.7945
Br: 8.2711 3.9597 4.4441
C: 9.9351 2.9593 4.6326
C: 11.1098 3.8864 4.8441
Br: 11.6486 4.7349 3.1728
H: 10.0320 2.3301 3.7444
H: 9.7849 2.3218 5.5096
H: 11.9886 3.3245 5.1742
H: 10.9067 4.6885 5.5588

The spin multiplicity is 1. The HOMO-LUMO gap comes out at 7.86 eV. Its electronic energy is -22053.8138 Eh. For the molecular weight, the calculation gives 1133.09 g mol⁻¹. Its LUMO energy is 0.33 eV.